Entry from the Open Molecules 2025 dataset: a structure of composition C51H69AsBaBrN8O3S in a non-equilibrium geometry (wB97M-V/def2-TZVPD).

Last column: Löwdin charge in e.
Element x y z (Å)
Ba (0.9188, 0.5672, 0.0145)  1.6640
O (-1.3865, -1.6850, -2.1996)  0.0257
C (-2.0438, -1.0349, -3.1949)  -0.2711
C (-3.2323, -1.5636, -3.6883)  -0.0121
C (-3.9372, -0.8919, -4.6715)  -0.0843
C (-3.4633, 0.3141, -5.1724)  -0.0959
C (-2.2668, 0.8256, -4.6981)  -0.0419
C (-1.5409, 0.1625, -3.7181)  -0.1102
C (-0.2305, 0.7216, -3.2006)  -0.3939
O (0.0262, 0.4603, -1.8683)  -0.6667
N (0.8568, 0.1263, -4.0234)  0.0196
N (2.0494, 0.7268, -3.8611)  0.0187
C (3.1179, 0.0581, -3.6547)  -0.2296
C (3.2102, -1.3816, -3.4329)  -0.5805
Br (4.3466, -1.7898, -1.9356)  0.8362
C (2.5408, -2.3473, -4.0624)  -0.0884
C (2.5950, -3.7955, -3.7722)  -0.2535
C (3.7897, -4.5019, -3.8772)  -0.0596
C (3.8158, -5.8692, -3.6512)  -0.0652
C (2.6513, -6.5410, -3.3094)  -0.0716
C (1.4582, -5.8410, -3.2012)  -0.1063
C (1.4244, -4.4756, -3.4392)  -0.0315
H (-0.7307, -1.0160, -1.8764)  0.0350
H (-3.5927, -2.4963, -3.2726)  0.1155
H (-4.8672, -1.3067, -5.0375)  0.1045
H (-4.0301, 0.8553, -5.9183)  0.0993
H (-1.8828, 1.7586, -5.0982)  0.1077
H (-0.2132, 1.8050, -3.3885)  0.1261
H (0.8872, -0.8737, -3.8195)  0.0923
H (4.0227, 0.6403, -3.5226)  0.0934
H (1.9142, -2.0593, -4.9032)  0.1366
H (4.6978, -3.9818, -4.1537)  0.1105
H (4.7480, -6.4094, -3.7516)  0.1086
H (2.6756, -7.6078, -3.1299)  0.1101
H (0.5439, -6.3648, -2.9517)  0.0871
H (0.4933, -3.9263, -3.3506)  0.1190
C (-1.9220, -6.2085, 0.1389)  -0.0349
C (-0.4410, -6.1070, 0.5371)  -0.5440
C (-0.2396, -6.6432, 1.9631)  -0.0312
C (0.3771, -6.9636, -0.4325)  -0.0557
C (-0.0025, -4.6518, 0.5097)  -0.1290
C (1.1659, -4.2148, -0.1036)  0.0273
C (1.4721, -2.8647, -0.0922)  -0.1196
N (0.7330, -1.9413, 0.5138)  -0.0704
C (-0.3765, -2.3483, 1.1451)  -0.2125
C (-0.7731, -3.6778, 1.1414)  0.0547
C (-1.1714, -1.3187, 1.8603)  -0.2072
C (-2.0496, -1.6638, 2.8814)  0.0531
C (-2.8032, -0.6941, 3.5369)  -0.1399
C (-2.6165, 0.6207, 3.1202)  0.0173
C (-1.7005, 0.8897, 2.1202)  -0.1347
N (-0.9875, -0.0426, 1.4970)  -0.0907
C (-3.7862, -1.0883, 4.6280)  -0.5556
C (-4.9090, -1.9126, 3.9773)  -0.0315
C (-3.0664, -1.9302, 5.6918)  -0.0356
C (-4.4068, 0.1327, 5.3116)  -0.0603
H (-2.1984, -7.2544, 0.0030)  0.0903
H (-2.1014, -5.6831, -0.8008)  0.0957
H (-2.5813, -5.7898, 0.8997)  0.0775
H (-0.5819, -7.6774, 2.0233)  0.0918
H (-0.7983, -6.0540, 2.6923)  0.0819
H (0.8171, -6.6182, 2.2350)  0.0930
H (0.0236, -7.9938, -0.3896)  0.0974
H (1.4373, -6.9699, -0.1747)  0.0938
H (0.2619, -6.6057, -1.4576)  0.0397
H (1.8350, -4.8979, -0.6068)  0.1077
H (2.3732, -2.5103, -0.5878)  0.0183
H (-1.7014, -3.9542, 1.6180)  0.1111
H (-2.1308, -2.6970, 3.1856)  0.1121
H (-3.1566, 1.4396, 3.5713)  0.1080
H (-1.5250, 1.9105, 1.8027)  0.0841
H (-4.5169, -2.8071, 3.4912)  0.0819
H (-5.4321, -1.3188, 3.2257)  0.0942
H (-5.6313, -2.2233, 4.7334)  0.0926
H (-2.7110, -2.8792, 5.2893)  0.0789
H (-3.7516, -2.1492, 6.5110)  0.0912
H (-2.2105, -1.3879, 6.0982)  0.0924
H (-4.9926, 0.7300, 4.6112)  0.0864
H (-3.6423, 0.7658, 5.7661)  0.0918
H (-5.0789, -0.1989, 6.1027)  0.0908
C (1.0692, 4.5722, -4.8645)  0.0074
C (1.3811, 4.7282, -3.4126)  -0.2677
C (1.1494, 5.8756, -2.6997)  0.0151
C (1.5843, 5.9104, -1.3609)  -0.3136
N (2.1578, 4.8761, -0.7786)  0.1085
C (2.3857, 3.7475, -1.4794)  -0.8242
S (3.2371, 2.4664, -0.8060)  0.5656
N (1.9813, 3.6966, -2.7924)  0.1233
C (1.4669, 7.1557, -0.5404)  -0.0189
H (0.3661, 5.3316, -5.1971)  0.0894
H (0.6725, 3.5803, -5.0814)  0.0804
H (1.9916, 4.6808, -5.4388)  0.1042
H (0.6848, 6.7336, -3.1639)  0.1207
H (2.1233, 2.7948, -3.3034)  0.1218
H (0.7618, 7.8677, -0.9657)  0.0739
H (2.4500, 7.6291, -0.4971)  0.0983
H (1.1924, 6.9002, 0.4819)  0.0783
C (5.2853, 0.6329, 1.7418)  -0.1815
C (4.2907, 0.1204, 2.7820)  -0.4325
As (2.4647, 0.7475, 2.4142)  1.0256
C (1.4847, -0.0719, 3.9277)  -0.4296
C (2.0170, 0.2028, 5.3303)  -0.1569
C (2.6756, 2.5910, 3.0626)  -0.4238
C (1.3925, 3.4107, 2.9541)  -0.1727
H (6.2733, 0.2033, 1.9105)  0.0732
H (5.3815, 1.7182, 1.7886)  0.0609
H (4.9719, 0.3720, 0.7285)  0.0307
H (4.5898, 0.4479, 3.7800)  0.0626
H (4.2762, -0.9719, 2.7803)  0.0678
H (1.4791, -1.1477, 3.7306)  0.0629
H (0.4451, 0.2601, 3.8603)  0.0380
H (3.0512, -0.1253, 5.4377)  0.0629
H (1.4236, -0.3291, 6.0766)  0.0696
H (1.9691, 1.2653, 5.5717)  0.0614
H (3.4535, 3.0501, 2.4516)  0.0558
H (3.0339, 2.5639, 4.0936)  0.0633
H (1.1606, 3.5992, 1.9061)  0.0262
H (1.5024, 4.3748, 3.4537)  0.0742
H (0.5460, 2.8896, 3.4146)  0.0582
N (-0.1414, 2.7734, -0.0784)  -0.0017
C (-0.8757, 3.6699, -0.1157)  -0.2301
N (-1.6544, 4.7215, -0.1229)  -0.0684
C (-2.4116, 5.0959, -1.3213)  -0.0910
C (-2.5187, 6.6142, -1.3619)  -0.1755
O (-3.0659, 7.1189, -0.1599)  -0.1100
C (-2.2583, 6.8016, 0.9561)  -0.1740
C (-2.1512, 5.2934, 1.1320)  -0.0933
H (-3.4135, 4.6573, -1.2778)  0.1384
H (-1.8924, 4.7225, -2.2029)  0.1287
H (-3.1893, 6.9180, -2.1636)  0.1360
H (-1.5243, 7.0457, -1.5343)  0.1110
H (-2.7341, 7.2470, 1.8278)  0.1359
H (-1.2549, 7.2286, 0.8322)  0.1169
H (-3.1418, 4.8841, 1.3562)  0.1365
H (-1.4634, 5.0488, 1.9409)  0.1325

Output
- HOMO level (hartree) = -0.3668
- charge = +1
- E_LUMO (eV) = -2.17
- energy relative to the best compared isomer or geometry (same formula, charge and spin) (eV) = 2.6483
- max |F| (eV Å⁻¹) = 4.92